No. 1
{
  "formula": "C54H49CdClF3N11O4PSb",
  "method": "the ωB97M-V functional and the def2-TZVPD basis",
  "elements": ["Cd", "O", "C", "O", "C", "C", "Cl", "N", "N", "C", "C", "O", "O", "C", "C", "C", "C", "C", "C", "H", "H", "H", "H", "H", "H", "N", "C", "C", "C", "C", "C", "C", "C", "N", "C", "C", "N", "C", "H", "H", "H", "H", "H", "H", "H", "F", "C", "C", "C", "C", "C", "C", "Sb", "C", "C", "C", "C", "F", "C", "C", "C", "C", "C", "C", "F", "C", "C", "H", "H", "H", "H", "H", "H", "H", "H", "H", "H", "H", "H", "C", "C", "N", "C", "C", "N", "H", "H", "H", "H", "H", "H", "C", "C", "C", "N", "C", "C", "H", "H", "H", "H", "H", "C", "N", "C", "N", "C", "N", "C", "P", "C", "C", "H", "H", "H", "H", "H", "H", "H", "H", "H", "H", "H", "H", "H"],
  "coordinates": [[-0.45785, 0.19402, 0.82750], [4.95619, -2.64474, 1.48763], [4.42513, -3.27972, 0.45072], [5.01125, -4.15241, -0.12757], [3.03234, -2.90174, 0.02716], [2.27953, -3.67693, -0.83651], [2.63728, -5.15242, -1.57492], [1.11923, -3.02684, -1.08872], [1.06680, -1.85075, -0.44337], [2.20583, -1.76595, 0.23519], [2.47281, -0.49104, 0.96472], [3.43238, -0.39370, 1.73603], [1.69237, 0.48102, 0.69687], [0.14078, -3.38370, -2.07060], [-0.55737, -4.57314, -1.95708], [-1.45108, -4.92210, -2.95749], [-1.63913, -4.08523, -4.04856], [-0.94270, -2.88720, -4.13970], [-0.04223, -2.53240, -3.14678], [4.38024, -1.89440, 1.79361], [-0.39508, -5.22316, -1.10815], [-1.99136, -5.85642, -2.89113], [-2.32403, -4.37418, -4.83278], [-1.07751, -2.24589, -5.00145], [0.55050, -1.62808, -3.21406], [4.83081, 9.13872, 3.50112], [4.07883, 8.28038, 3.37959], [3.13068, 7.21044, 3.21412], [2.07907, 7.05994, 4.11406], [1.16094, 6.03933, 3.93695], [1.29719, 5.18312, 2.85583], [2.34271, 5.32321, 1.95430], [3.26574, 6.33586, 2.13926], [0.32975, 4.15379, 2.64352], [-1.04062, 4.29697, 2.67696], [-1.55099, 3.09240, 2.30842], [-0.52046, 2.21278, 2.05398], [0.59024, 2.88533, 2.26312], [1.99018, 7.73478, 4.95365], [0.35499, 5.89994, 4.64495], [2.42366, 4.66174, 1.10051], [4.08411, 6.46594, 1.44506], [-1.51184, 5.22680, 2.94149], [-2.58636, 2.81752, 2.20326], [1.58498, 2.47484, 2.19116], [-8.47893, -3.55904, -4.38897], [-7.40415, -3.15064, -3.70623], [-7.28782, -3.49178, -2.37388], [-6.16952, -3.06437, -1.67295], [-5.18372, -2.29983, -2.29449], [-5.32569, -1.99843, -3.64999], [-6.44046, -2.40968, -4.36322], [-3.39363, -1.82408, -1.22815], [-4.24556, -2.20936, 0.69499], [-3.71412, -3.31116, 1.36599], [-4.28453, -3.78628, 2.53837], [-5.38676, -3.12594, 3.03943], [-5.92118, -3.54939, 4.19447], [-5.96032, -2.04335, 2.39694], [-5.39065, -1.59911, 1.21286], [-3.35304, 0.40186, -1.42797], [-3.96050, 1.01957, -2.72904], [-5.17271, 1.88856, -2.56601], [-5.54573, 2.26834, -1.35486], [-6.61575, 3.05271, -1.16421], [-4.84554, 1.89594, -0.12653], [-3.81847, 1.04974, -0.17140], [-8.06305, -4.07940, -1.90173], [-6.08112, -3.33391, -0.62831], [-4.55805, -1.45131, -4.18099], [-6.56924, -2.17460, -5.41076], [-2.84953, -3.82660, 0.96025], [-3.89422, -4.65066, 3.05886], [-6.85182, -1.58870, 2.80788], [-5.86404, -0.78646, 0.67954], [-4.17084, 0.26601, -3.48355], [-5.72540, 2.21130, -3.43873], [-5.21246, 2.31475, 0.80207], [-3.33178, 0.76473, 0.75715], [0.87967, -2.31419, 3.31361], [-0.35775, -1.54232, 3.60176], [-1.01144, -0.73840, 2.77898], [-2.09898, -0.24236, 3.47688], [-2.09498, -0.74822, 4.72989], [-0.99388, -1.57224, 4.78636], [0.76021, -2.89734, 2.40027], [1.10252, -2.99914, 4.12939], [1.73520, -1.64885, 3.19152], [-2.81326, 0.42855, 3.03390], [-2.76420, -0.61427, 5.56038], [-0.70205, -2.11300, 5.58441], [-2.59261, 3.18214, -2.76185], [-1.88395, 3.69333, -1.75964], [-1.11401, 2.81976, -0.88263], [-1.09030, 1.54353, -0.92226], [-1.93734, 0.87246, -1.91768], [-2.59903, 1.71743, -3.03478], [-3.16927, 3.82522, -3.41583], [-1.85889, 4.75476, -1.55614], [-0.49779, 3.29500, -0.12371], [-1.35388, 0.04894, -2.33080], [-2.21518, 1.53834, -4.04230], [5.70834, 2.10671, -2.97866], [5.41504, 1.67682, -1.53432], [4.91403, 2.89850, -0.75737], [3.80205, 3.50199, -1.40806], [4.14210, 3.85964, -2.78688], [4.56057, 2.69839, -3.56289], [3.46759, 1.74210, -3.77955], [2.74682, 1.02623, -2.20669], [4.41062, 0.56394, -1.49204], [2.59412, 2.67155, -1.34343], [6.02637, 1.21511, -3.51757], [6.52907, 2.82238, -2.92304], [6.28226, 1.35030, -1.10413], [5.75552, 3.58972, -0.70174], [4.64817, 2.54640, 0.23992], [4.95271, 4.58982, -2.77533], [3.27166, 4.31141, -3.25903], [3.82935, 0.92997, -4.41377], [2.67272, 2.24459, -4.33352], [4.81562, -0.27433, -2.06234], [4.31981, 0.25088, -0.45220], [2.33041, 2.48089, -0.30224], [1.77061, 3.21909, -1.80682]],
  "forces_ev_per_a": [[0.23, 0.16, -0.08], [-0.32, 0.55, 0.23], [-0.22, -0.18, -0.01], [0.05, 0.12, 0.02], [-0.01, 0.19, 0.06], [0.00, -0.03, -0.14], [-0.04, -0.01, -0.02], [-0.03, -0.12, 0.11], [0.01, 0.00, 0.08], [0.12, -0.07, -0.16], [0.12, 0.25, 0.30], [0.26, -0.37, -0.10], [0.00, 0.13, 0.13], [-0.09, 0.02, 0.01], [-0.02, 0.04, 0.04], [-0.02, -0.01, 0.00], [-0.04, 0.03, 0.04], [-0.02, 0.00, 0.00], [0.08, -0.01, -0.06], [0.24, -0.19, -0.25], [0.02, -0.01, 0.02], [-0.01, 0.00, 0.00], [-0.04, 0.00, -0.03], [0.00, 0.00, 0.01], [-0.03, 0.03, 0.01], [0.04, 0.01, -0.01], [-0.06, -0.04, 0.02], [0.02, 0.02, -0.01], [0.01, 0.00, 0.01], [0.02, -0.02, 0.02], [-0.04, 0.00, 0.01], [0.01, -0.01, 0.00], [0.02, -0.01, 0.01], [-0.02, 0.06, -0.07], [0.00, -0.02, 0.01], [0.06, 0.01, 0.07], [-0.09, 0.19, 0.07], [0.09, -0.10, 0.12], [-0.01, 0.01, 0.00], [-0.01, 0.01, 0.00], [-0.02, 0.01, -0.02], [-0.01, 0.01, -0.01], [0.00, 0.02, -0.01], [-0.02, -0.02, -0.02], [0.01, 0.02, -0.06], [-0.01, 0.00, 0.00], [-0.01, 0.01, 0.00], [0.00, 0.00, 0.02], [-0.08, 0.04, -0.03], [0.09, 0.05, -0.03], [-0.01, -0.13, 0.03], [0.00, 0.03, -0.01], [0.01, -0.06, -0.08], [0.02, 0.06, -0.04], [0.07, 0.09, -0.01], [0.08, 0.00, 0.06], [-0.02, 0.02, 0.14], [-0.01, 0.01, -0.09], [-0.02, 0.03, -0.06], [0.08, -0.03, 0.07], [0.09, -0.03, 0.17], [-0.05, 0.01, 0.04], [0.02, -0.06, -0.05], [0.04, 0.03, 0.06], [0.00, 0.01, 0.00], [-0.05, 0.00, -0.01], [-0.01, 0.03, -0.05], [0.00, -0.01, 0.00], [-0.02, -0.01, -0.04], [0.04, -0.08, -0.06], [0.01, -0.01, -0.01], [0.02, 0.00, 0.01], [0.00, 0.01, 0.00], [0.02, 0.02, 0.01], [-0.02, 0.08, -0.02], [0.05, 0.04, 0.01], [-0.05, -0.03, 0.01], [0.00, -0.01, 0.00], [-0.02, -0.03, 0.07], [-0.01, 0.00, -0.02], [-0.02, -0.11, -0.01], [-0.16, -0.07, -0.32], [-0.02, -0.02, 0.00], [-0.04, -0.10, 0.01], [0.01, 0.06, 0.01], [-0.01, 0.01, 0.01], [0.00, -0.01, 0.00], [0.00, 0.01, 0.03], [0.01, 0.01, -0.01], [0.00, -0.01, 0.00], [0.01, 0.01, -0.01], [0.03, -0.07, -0.07], [0.04, 0.03, 0.02], [0.22, 0.08, 0.10], [-0.54, -0.64, -0.10], [-0.06, 0.17, -0.10], [0.00, 0.03, 0.07], [0.00, 0.01, -0.01], [0.01, 0.01, 0.00], [-0.06, -0.01, 0.00], [0.03, -0.08, 0.05], [-0.02, 0.00, -0.01], [0.01, 0.01, 0.00], [0.01, -0.01, -0.03], [-0.02, 0.02, 0.05], [-0.01, 0.02, -0.01], [-0.02, -0.03, 0.03], [0.01, 0.02, -0.02], [-0.01, -0.05, 0.05], [0.17, 0.18, -0.22], [-0.13, -0.15, 0.03], [0.00, -0.12, 0.05], [-0.01, 0.00, 0.01], [0.00, 0.00, 0.01], [-0.01, 0.01, 0.00], [0.01, -0.01, -0.02], [0.02, 0.00, 0.00], [0.01, 0.00, 0.00], [0.01, 0.02, 0.00], [-0.01, 0.00, -0.01], [0.00, 0.00, -0.01], [0.03, 0.01, 0.02], [0.01, 0.02, 0.02], [-0.01, 0.00, 0.01], [-0.01, 0.02, 0.01]],
  "gap_ev": 7.14,
  "total_charge": 2,
  "de_lowest_ev": 2.465,
  "max_force_ev_per_a": 0.8,
  "mol_weight_g_mol": 1273.7,
  "multiplicity": 1
}

No. 2
{
  "formula": "C54H50BCl5N8OS2TeTi",
  "method": "the ωB97M-V functional and the def2-TZVPD basis",
  "elements": ["Ti", "C", "C", "C", "C", "N", "N", "B", "N", "N", "C", "C", "C", "C", "C", "C", "C", "C", "C", "C", "N", "N", "C", "C", "C", "C", "C", "C", "C", "C", "C", "C", "C", "C", "C", "C", "C", "C", "H", "H", "H", "H", "H", "H", "H", "H", "H", "H", "H", "H", "H", "H", "H", "H", "H", "H", "H", "H", "H", "H", "H", "H", "H", "H", "H", "H", "Cl", "C", "C", "C", "C", "C", "Cl", "C", "S", "H", "H", "H", "C", "Te", "C", "H", "H", "H", "H", "H", "H", "Cl", "C", "C", "C", "C", "C", "C", "N", "C", "C", "N", "C", "O", "C", "C", "C", "Cl", "S", "C", "C", "C", "Cl", "C", "H", "H", "H", "H", "H", "H", "H", "H", "H", "H", "H", "H", "H"],
  "coordinates": [[0.29818, 0.09972, -0.14034], [0.72903, -2.73906, 4.45070], [-0.10104, -2.12757, 3.36502], [-1.46958, -2.08338, 3.24287], [-1.71515, -1.43842, 2.02439], [-0.57306, -1.10138, 1.43032], [0.41271, -1.52081, 2.28183], [1.91451, -1.28500, 1.99556], [2.23922, 0.23176, 1.98961], [1.57777, 1.07672, 1.14731], [2.18322, 2.26276, 1.27886], [3.22151, 2.17191, 2.21470], [3.22667, 0.86267, 2.64357], [4.13383, 0.19072, 3.62798], [1.91498, 3.49952, 0.49763], [2.96486, 4.00680, -0.27009], [2.81164, 5.17581, -1.00052], [1.60731, 5.87069, -0.96244], [0.56391, 5.38452, -0.18745], [0.71685, 4.20532, 0.53720], [2.25390, -1.90954, 0.62581], [1.49688, -1.64667, -0.49118], [1.94326, -2.51618, -1.41467], [2.98244, -3.29817, -0.88898], [3.14829, -2.88358, 0.40631], [4.13671, -3.34365, 1.43040], [1.50765, -2.76541, -2.82071], [1.74017, -1.88248, -3.87122], [1.45079, -2.25977, -5.17890], [0.93931, -3.52166, -5.45447], [0.71895, -4.41512, -4.41253], [1.00416, -4.03841, -3.10864], [-3.07235, -1.14982, 1.51629], [-4.04963, -0.74318, 2.42569], [-5.34689, -0.47969, 2.00727], [-5.69045, -0.63424, 0.66801], [-4.72860, -1.06161, -0.23732], [-3.42772, -1.31628, 0.18518], [0.07005, -3.16913, 5.20466], [1.37404, -2.00245, 4.93669], [1.37189, -3.53220, 4.06326], [-2.20282, -2.49370, 3.92308], [2.57001, -1.81467, 2.84747], [3.86823, 2.97611, 2.53774], [4.78975, 0.93604, 4.07705], [4.75887, -0.56485, 3.14755], [3.57523, -0.30488, 4.42463], [3.89280, 3.44676, -0.32566], [3.63058, 5.53712, -1.61407], [1.48321, 6.78090, -1.53997], [-0.38281, 5.91350, -0.15312], [-0.11169, 3.83091, 1.12527], [3.53162, -4.06406, -1.41658], [4.82039, -4.05445, 0.97105], [3.65183, -3.83154, 2.27874], [4.72141, -2.50882, 1.81906], [2.15027, -0.90200, -3.66103], [1.63646, -1.55757, -5.98400], [0.71617, -3.81046, -6.47506], [0.32600, -5.40577, -4.61477], [0.83609, -4.73545, -2.29326], [-3.78072, -0.61063, 3.47032], [-6.08939, -0.15175, 2.72778], [-6.70219, -0.42771, 0.33655], [-4.99289, -1.20762, -1.27880], [-2.68133, -1.66059, -0.51056], [-0.88425, 2.08832, -1.07817], [-0.01535, 2.87226, -2.39025], [-0.65397, 3.91222, -3.04026], [0.01678, 4.57501, -4.05335], [1.30903, 4.18665, -4.37474], [1.91493, 3.13661, -3.70439], [3.54421, 2.72354, -4.14619], [1.26826, 2.40285, -2.68983], [1.97716, 1.04900, -1.86770], [-1.65757, 4.20033, -2.74454], [-0.46034, 5.39050, -4.58404], [1.86006, 4.70083, -5.15533], [-2.16327, -2.36290, -3.36094], [-1.14794, -0.58468, -2.75566], [-2.99581, 0.49069, -2.86402], [-2.98710, -2.55949, -2.66857], [-1.46468, -3.20012, -3.34866], [-2.54547, -2.21771, -4.37265], [-2.81310, 1.41806, -3.40488], [-3.39511, 0.70522, -1.87646], [-3.69480, -0.12932, -3.42851], [1.14061, 0.96298, 9.76805], [0.21126, 1.80388, 8.56985], [0.52819, 1.66603, 7.23156], [-0.22738, 2.35293, 6.29099], [-1.29164, 3.16990, 6.64632], [-2.13993, 3.90140, 5.62075], [-1.40018, 4.24519, 4.29426], [-1.72369, 3.31334, 3.22475], [-2.86784, 3.30062, 2.45050], [-2.72445, 2.24085, 1.60731], [-1.51479, 1.60140, 1.83610], [-0.94419, 2.29487, 2.78818], [-3.36228, 3.24418, 5.34066], [-3.34858, 1.81991, 5.20827], [-3.67554, 1.11528, 6.49396], [-4.86212, 1.23292, 7.14774], [-6.23273, 2.12587, 6.62838], [-4.89595, 0.36161, 8.61968], [-3.29491, -0.19405, 8.38254], [-2.77132, 0.27845, 7.22167], [-1.58624, 3.26185, 8.00474], [-2.95031, 4.18357, 8.55371], [-0.84306, 2.59646, 8.96819], [1.35443, 1.03456, 6.92973], [0.02577, 2.23174, 5.24496], [-2.45429, 4.83265, 6.07475], [-0.32209, 4.22526, 4.43013], [-1.66566, 5.24939, 3.98065], [-3.66851, 4.00951, 2.60134], [-3.42800, 1.87349, 0.87129], [0.02798, 2.07453, 3.21746], [-2.38240, 1.46428, 4.84652], [-4.08396, 1.59787, 4.43903], [-2.83092, -0.83944, 9.11768], [-1.76106, 0.05407, 6.88368], [-1.09768, 2.68855, 10.01659]],
  "forces_ev_per_a": [[-1.15, 0.33, -1.75], [-0.04, 0.06, -0.01], [0.10, 0.04, 0.07], [-0.26, -0.09, 0.14], [-0.43, -0.05, 0.00], [0.00, -0.67, 0.95], [0.37, -0.02, -0.06], [-0.10, 0.16, -0.14], [-0.28, -0.41, 0.24], [1.27, 0.52, 1.28], [0.03, 0.31, -0.05], [0.05, 0.27, 0.10], [0.07, -0.09, 0.06], [-0.05, 0.07, -0.05], [-0.02, -0.08, -0.01], [0.04, -0.01, -0.07], [-0.01, 0.00, 0.01], [0.01, -0.03, 0.04], [0.07, -0.08, 0.05], [-0.03, 0.09, 0.05], [-0.19, 0.30, 0.27], [1.21, -1.37, 0.03], [0.20, -0.04, -0.15], [-0.05, -0.19, -0.25], [0.11, 0.03, 0.13], [-0.08, -0.03, -0.03], [-0.18, 0.06, 0.21], [0.02, 0.05, -0.03], [-0.02, -0.06, 0.02], [0.02, 0.09, 0.04], [0.02, 0.01, 0.01], [-0.04, -0.03, 0.05], [0.09, 0.04, 0.09], [-0.11, 0.08, 0.07], [0.08, -0.03, 0.02], [0.03, 0.02, 0.05], [0.04, -0.01, 0.02], [-0.15, 0.02, 0.02], [0.02, 0.02, -0.02], [-0.06, -0.04, -0.05], [-0.04, 0.05, 0.01], [0.09, 0.04, -0.10], [-0.11, 0.08, -0.13], [-0.07, -0.13, -0.07], [-0.02, -0.02, -0.01], [-0.04, 0.05, 0.01], [0.02, 0.03, -0.05], [-0.08, 0.06, 0.00], [-0.07, -0.04, 0.05], [0.00, -0.08, 0.04], [0.06, -0.03, 0.00], [0.04, 0.04, -0.05], [-0.04, 0.11, 0.06], [0.01, -0.02, 0.00], [0.01, 0.03, -0.06], [-0.02, -0.03, -0.03], [-0.03, -0.02, 0.00], [-0.02, -0.05, 0.04], [0.02, 0.02, 0.04], [0.02, 0.07, 0.01], [0.03, 0.05, -0.06], [-0.02, -0.03, -0.12], [0.06, -0.02, -0.06], [0.07, -0.03, 0.02], [0.02, 0.02, 0.05], [0.11, -0.05, -0.13], [-0.54, 0.93, -0.13], [0.07, -0.02, -0.10], [-0.11, -0.06, 0.12], [-0.03, 0.03, -0.03], [0.11, 0.01, -0.06], [-0.08, 0.00, 0.01], [-0.05, -0.01, 0.02], [0.00, -0.06, 0.04], [0.10, 0.12, -0.31], [0.10, -0.03, -0.02], [0.05, -0.06, 0.04], [-0.04, -0.08, 0.09], [-0.03, -0.22, 0.09], [-0.28, -0.20, -0.52], [-0.03, 0.09, -0.01], [0.12, 0.00, -0.12], [-0.10, 0.13, -0.01], [0.05, -0.02, 0.13], [-0.05, -0.03, 0.05], [0.00, -0.01, -0.02], [0.07, 0.08, 0.05], [-0.01, -0.01, -0.01], [0.13, -0.08, -0.05], [0.05, 0.01, -0.17], [0.23, -0.11, -0.03], [-0.10, 0.06, -0.05], [0.17, -0.30, -0.13], [-0.13, -0.42, 0.11], [0.15, 0.42, -0.15], [0.15, -0.06, 0.14], [0.12, -0.29, 0.05], [-0.31, 0.61, -0.29], [-0.01, -0.41, 0.22], [-0.23, -0.05, 0.13], [0.17, 0.04, 0.06], [0.21, 0.07, -0.02], [-0.05, -0.04, 0.02], [0.07, -0.02, 0.02], [-0.13, -0.02, 0.15], [0.04, -0.08, 0.03], [0.11, -0.05, -0.13], [-0.05, -0.04, 0.15], [0.02, 0.01, -0.03], [-0.22, 0.16, 0.14], [-0.05, 0.04, 0.00], [0.05, 0.02, 0.13], [0.03, 0.27, 0.06], [0.08, 0.09, 0.02], [-0.13, 0.07, -0.09], [0.13, -0.10, -0.01], [0.12, 0.06, 0.05], [-0.11, 0.11, -0.18], [0.00, -0.06, -0.06], [-0.12, -0.01, -0.05], [-0.06, 0.11, -0.13], [-0.26, 0.05, 0.06], [0.00, 0.01, -0.09]],
  "gap_ev": [6.24, 7.21],
  "total_charge": 0,
  "de_lowest_ev": 1.204,
  "max_force_ev_per_a": 2.1,
  "mol_weight_g_mol": 1254.7,
  "multiplicity": 3
}